{
  "formula": "C32H32Cl6N6",
  "method": "wB97M-V/def2-TZVPD",
  "symbols": ["N", "C", "C", "C", "C", "C", "H", "H", "H", "H", "H", "N", "C", "C", "C", "C", "C", "H", "H", "H", "H", "H", "N", "C", "C", "C", "C", "C", "H", "H", "H", "H", "H", "N", "C", "C", "C", "C", "C", "H", "H", "H", "H", "H", "N", "C", "C", "C", "C", "C", "H", "H", "H", "H", "H", "N", "C", "C", "C", "C", "C", "H", "H", "H", "H", "H", "C", "Cl", "Cl", "Cl", "H", "C", "Cl", "Cl", "Cl", "H"],
  "xyz": [[4.37689, -0.03782, -3.53696], [4.64064, 1.22817, -3.09070], [3.93311, 1.74087, -1.96928], [3.06689, 0.91794, -1.28260], [2.91495, -0.45222, -1.69930], [3.63849, -0.86489, -2.81672], [5.30935, 1.94961, -3.53652], [4.12025, 2.74240, -1.61105], [2.56526, 1.24663, -0.38442], [2.35191, -1.12891, -1.07361], [3.55310, -1.91298, -3.06292], [4.02496, 3.32599, 3.85416], [2.93628, 2.71236, 3.33941], [2.03280, 3.27324, 2.35555], [2.32200, 4.61462, 2.03187], [3.43477, 5.25592, 2.55793], [4.25959, 4.56523, 3.40612], [2.75573, 1.69870, 3.66542], [1.13880, 2.78772, 1.99300], [1.73589, 5.17124, 1.31560], [3.80626, 6.25899, 2.40873], [5.06930, 5.08182, 3.89998], [0.68788, -0.31782, 5.12147], [0.39448, -0.20738, 6.41561], [0.95186, -0.99752, 7.39934], [1.93336, -1.89262, 7.03996], [2.34683, -1.92756, 5.71996], [1.69757, -1.10166, 4.79239], [-0.45953, 0.40566, 6.66312], [0.64002, -0.92872, 8.43105], [2.47352, -2.63365, 7.61048], [3.11647, -2.57539, 5.32708], [1.73038, -1.18137, 3.71584], [-6.70066, -1.40754, 0.05381], [-7.75315, -1.68250, -0.77207], [-7.49165, -2.50230, -1.91848], [-6.16742, -2.84348, -2.27141], [-5.12818, -2.43733, -1.43332], [-5.46125, -1.79637, -0.23562], [-8.73918, -1.35727, -0.47479], [-8.30625, -2.74078, -2.58629], [-6.07113, -3.45962, -3.15316], [-4.19901, -2.94494, -1.64637], [-4.73265, -1.74545, 0.55996], [-0.60273, -1.46124, -4.82142], [0.74512, -1.68823, -5.00322], [1.16890, -2.73700, -5.79655], [0.20022, -3.55714, -6.37695], [-1.16211, -3.43082, -6.09312], [-1.51396, -2.42277, -5.18429], [1.29503, -0.87563, -4.55191], [2.15156, -2.82024, -6.23684], [0.40296, -4.42284, -6.99002], [-1.87261, -4.06394, -6.60377], [-2.55808, -2.29879, -4.93760], [-0.90352, -2.47836, -0.03599], [-0.29496, -1.80795, 0.97978], [0.08964, -0.45151, 0.86140], [-0.26774, 0.28964, -0.30539], [-0.81474, -0.44332, -1.30494], [-1.18453, -1.76663, -1.15628], [-0.08606, -2.51067, 1.77284], [0.51106, 0.14080, 1.66014], [-0.09280, 1.34903, -0.42157], [-1.05650, 0.00367, -2.25791], [-1.64826, -2.30206, -1.97155], [-0.26291, 3.54251, -2.89411], [0.88528, 2.19686, -3.20796], [-0.88027, 4.36886, -4.39514], [0.66078, 4.80243, -2.00434], [-1.12387, 3.21524, -2.31124], [-2.07269, 1.83564, 3.66222], [-3.40022, 1.21053, 4.61333], [-0.89988, 2.71581, 4.64221], [-2.61418, 2.95658, 2.37070], [-1.54775, 1.01251, 3.17745]],
  "mulliken_charge": [-0.03, -0.36, -0.18, -0.32, 0.12, -0.49, 0.39, 0.44, 0.51, 0.38, 0.50, -0.54, -0.28, -0.20, -0.63, -0.39, -0.26, 0.49, 0.62, 0.44, 0.39, 0.38, -0.09, -0.01, -0.78, -0.15, -0.83, 0.16, 0.29, 0.39, 0.36, 0.36, 0.30, -0.55, -0.30, -0.33, -0.39, -0.10, -0.27, 0.36, 0.35, 0.37, 0.39, 0.46, -0.35, 0.11, -0.76, -0.19, -0.44, -0.27, 0.37, 0.36, 0.35, 0.40, 0.44, -0.59, -0.55, 0.02, -0.24, -0.27, -0.73, 0.52, 0.33, 0.56, 0.35, 0.58, -0.07, 0.00, -0.11, -0.10, 0.30, 0.59, -0.12, -0.12, -0.15, -0.23],
  "e_homo_ev": [-10.74, -10.74],
  "charge": 1,
  "energy_ha": -4327.79986,
  "multiplicity": 2,
  "s2": 0.758,
  "e_above_lowest_kcal_mol": 23.2,
  "gap_ev": [5.96, 2.19],
  "lumo_ev": [-4.78, -8.55]
}